Entry 1:
Here is C27H44CoN3OP3 as an isolated structure in a non-equilibrium geometry from the Open Molecules 2025 dataset. Energies are from ωB97M-V/def2-TZVPD.

Properties
HOMO-LUMO gap (alpha / beta), eV: 5.6 / 1.8
HOMO energy (alpha / beta), eV: -14.224 / -14.224
Expectation value of S²: 6.055
Energy above the lowest of the compared OMol25 structures with the same formula, charge and spin, kJ/mol: 0.0
Lowest unoccupied orbital energy (alpha / beta), eV: -8.64 / -12.42

The geometry in ORCA input format:
```
! RIJCOSX wB97M-V def2-TZVPD def2/J DEFGRID3
* xyz 3 5
Co 0.653 0.249 -1.023
P 1.948 0.931 0.449
P -0.771 1.733 -1.221
P 2.016 -0.533 -2.372
H -1.213 -0.823 0.609
C -0.830 -1.323 -0.294
C 0.144 -2.309 -0.240
H -0.011 -3.247 -0.792
C 1.332 1.440 2.096
C 2.885 2.438 -0.036
C 3.290 -0.216 0.923
C -2.318 1.202 -2.024
C -1.436 2.499 0.316
C -0.181 3.133 -2.240
C 2.788 -2.157 -1.975
C 3.355 0.536 -3.040
C 1.165 -1.029 -3.885
H -1.519 -1.287 -1.151
H 0.957 -2.248 0.485
H 1.418 0.589 2.784
H 0.280 1.745 2.052
H 1.930 2.281 2.476
H 2.192 3.276 -0.185
H 3.447 2.266 -0.961
H 3.583 2.686 0.774
H 2.859 -1.064 1.471
H 3.995 0.317 1.573
H 3.834 -0.596 0.050
H -2.871 2.079 -2.380
H -2.918 0.661 -1.286
H -2.114 0.521 -2.860
H -2.397 2.985 0.110
H -0.738 3.244 0.711
H -1.599 1.725 1.079
H -1.012 3.820 -2.451
H 0.212 2.737 -3.187
H 0.622 3.676 -1.724
H 3.176 -2.608 -2.901
H 2.007 -2.804 -1.553
H 3.596 -2.042 -1.245
H 3.759 0.083 -3.959
H 4.161 0.649 -2.299
H 2.934 1.525 -3.283
H 1.872 -1.422 -4.629
H 0.624 -0.174 -4.301
H 0.438 -1.802 -3.610
C -1.831 -1.357 -5.564
C -3.052 -1.120 -6.230
C -3.574 -2.113 -7.058
C -2.879 -3.313 -7.251
C -1.661 -3.531 -6.601
C -1.114 -2.547 -5.768
O -1.356 -0.411 -4.666
H -1.780 0.456 -4.826
H -3.574 -0.171 -6.091
H -4.528 -1.946 -7.558
H -3.273 -4.080 -7.912
H -1.110 -4.461 -6.744
H -0.139 -2.686 -5.293
N -0.329 2.048 11.244
C -0.367 1.657 10.144
C -0.475 1.167 8.798
C -1.482 1.703 7.979
C -1.674 1.228 6.679
C -0.859 0.183 6.224
C 0.134 -0.375 7.037
C 0.338 0.127 8.324
N -1.014 -0.297 4.912
C -0.410 -1.430 4.368
C -0.809 -1.485 3.055
N -1.593 -0.388 2.749
C -1.746 0.285 3.886
H -2.135 2.480 8.378
H -2.450 1.664 6.044
H 0.758 -1.182 6.659
H 1.123 -0.294 8.951
H 0.249 -2.085 4.898
H -0.596 -2.247 2.325
H -2.334 1.183 4.058
*
```

=====

Entry 2:
Here is C27H44LuN3OP3 as an isolated structure in a non-equilibrium geometry from the Open Molecules 2025 dataset. Energies are from ωB97M-V/def2-TZVPD.

Properties
HOMO-LUMO gap, eV: 5.0
HOMO energy, eV: -15.000
Energy above the lowest of the compared OMol25 structures with the same formula, charge and spin, kJ/mol: 226.2
Lowest unoccupied orbital energy, eV: -10.01

The geometry in ORCA input format:
```
! RIJCOSX wB97M-V def2-TZVPD def2/J DEFGRID3
* xyz 3 1
Lu -0.639 0.678 -0.946
P 1.882 -1.115 0.901
P 1.459 2.480 -0.548
P -1.299 -2.261 -0.790
H 0.146 2.613 -5.016
C -0.881 2.218 -4.925
C -1.863 2.752 -4.192
H -1.837 3.822 -3.960
C 3.068 -1.928 -0.210
C 2.906 0.129 1.721
C 1.116 -2.142 2.130
C 0.663 3.632 -1.741
C 2.091 3.596 0.796
C 3.080 2.152 -1.351
C -2.561 -2.344 -2.113
C -1.827 -3.550 0.410
C 0.006 -3.245 -1.582
H -1.154 1.503 -5.738
H -2.826 2.253 -4.050
H 3.784 -2.507 0.386
H 3.644 -1.215 -0.832
H 2.565 -2.604 -0.909
H 3.749 -0.332 2.269
H 2.328 0.692 2.470
H 3.355 0.834 1.002
H 1.832 -2.488 2.886
H 0.631 -3.018 1.694
H 0.326 -1.616 2.673
H 1.047 4.659 -1.712
H -0.408 3.672 -1.499
H 0.741 3.251 -2.765
H 2.954 4.221 0.500
H 2.417 3.010 1.669
H 1.310 4.274 1.170
H 3.820 2.939 -1.133
H 2.972 2.083 -2.440
H 3.520 1.198 -1.034
H -3.243 -3.191 -1.967
H -2.056 -2.441 -3.086
H -3.136 -1.407 -2.122
H -2.505 -4.283 -0.072
H -2.362 -3.015 1.211
H -0.964 -4.099 0.844
H -0.504 -4.119 -2.004
H 0.783 -3.578 -0.884
H 0.442 -2.644 -2.384
C -0.620 -0.375 -4.145
C 0.410 -0.562 -5.084
C 0.170 -1.419 -6.165
C -1.150 -1.861 -6.460
C -2.228 -1.188 -5.846
C -1.987 -0.632 -4.585
O -0.304 0.155 -2.938
H 0.996 -0.663 -0.275
H 1.350 0.032 -4.997
H 1.026 -1.590 -6.834
H -1.373 -2.649 -7.193
H -3.125 -0.901 -6.454
H -2.760 -0.064 -4.051
N 0.325 0.837 10.281
C 0.134 0.838 9.120
C -0.152 0.752 7.698
C -1.461 0.424 7.326
C -1.766 0.199 5.968
C -0.836 0.559 4.955
C 0.446 1.011 5.325
C 0.801 0.966 6.693
N -1.253 0.583 3.574
C -2.447 -0.024 3.115
C -2.588 0.317 1.798
N -1.417 0.972 1.366
C -0.664 1.177 2.478
H -2.248 0.352 8.098
H -2.722 -0.263 5.705
H 1.192 1.290 4.578
H 1.827 1.121 7.004
H -3.061 -0.779 3.654
H -3.366 0.132 1.062
H 0.281 1.734 2.498
*
```

=====

Entry 3:
Here is C27H45AsHgN4OPS5 as an isolated structure from the Open Molecules 2025 dataset. Energies are from ωB97M-V/def2-TZVPD.

Properties
HOMO-LUMO gap (alpha / beta), eV: 4.3 / 5.5
HOMO energy (alpha / beta), eV: -0.275 / -1.497
Expectation value of S²: 0.757
Lowest unoccupied orbital energy (alpha / beta), eV: 4.01 / 4.01

The geometry in ORCA input format:
```
! RIJCOSX wB97M-V def2-TZVPD def2/J DEFGRID3
* xyz -2 2
Hg -2.265 -0.856 1.274
C -1.948 3.109 0.580
C -2.237 2.923 1.923
C -3.505 2.505 2.313
C -4.484 2.283 1.358
C -4.199 2.481 0.011
C -2.930 2.889 -0.378
H -0.945 3.384 0.276
H -1.463 3.052 2.671
H -3.704 2.315 3.360
H -5.458 1.915 1.655
H -4.951 2.264 -0.737
H -2.697 3.001 -1.430
C -5.916 -5.337 0.741
C -5.207 -4.384 -0.155
N -5.342 -4.344 -1.437
N -4.394 -3.366 -1.855
C -3.822 -2.683 -0.748
S -3.799 -0.906 -0.679
N -4.332 -3.460 0.326
N -4.058 -3.150 1.649
H -6.452 -6.063 0.133
H -6.626 -4.819 1.388
H -5.204 -5.852 1.388
H -4.719 -2.798 -2.623
H -4.895 -3.030 2.202
H -3.402 -3.771 2.111
S -2.121 -3.701 4.580
As -0.757 -2.276 3.727
S -0.517 -2.744 1.562
S -1.741 -0.247 3.608
S 1.146 -2.118 4.686
O -0.375 0.513 -0.112
P 1.090 0.195 -0.201
C 1.793 -0.077 1.436
C 1.468 1.105 2.385
C 2.721 1.922 2.694
C 3.754 1.057 3.437
C 3.728 -0.408 2.961
C 3.269 -0.501 1.507
C 1.888 1.710 -0.885
C 1.060 2.300 -2.039
C 1.394 3.790 -2.238
C 2.858 4.105 -1.891
C 3.742 2.894 -2.176
C 3.398 1.747 -1.209
C 1.347 -1.399 -1.077
C 0.083 -1.811 -1.855
C 0.001 -1.132 -3.217
C 1.248 -1.431 -4.048
C 2.516 -0.985 -3.320
C 2.610 -1.609 -1.926
H 1.189 -0.932 1.764
H 1.057 0.693 3.310
H 0.672 1.724 1.963
H 2.464 2.797 3.298
H 3.159 2.308 1.764
H 3.536 1.085 4.508
H 4.756 1.481 3.305
H 3.024 -0.982 3.571
H 4.715 -0.861 3.084
H 3.375 -1.526 1.143
H 3.913 0.125 0.881
H 1.702 2.368 -0.025
H 0.000 2.167 -1.819
H 1.262 1.753 -2.961
H 0.728 4.402 -1.624
H 1.201 4.064 -3.279
H 2.946 4.354 -0.828
H 3.201 4.982 -2.446
H 4.798 3.153 -2.077
H 3.592 2.572 -3.212
H 3.960 1.892 -0.285
H 3.738 0.804 -1.632
H 1.406 -2.064 -0.208
H -0.808 -1.594 -1.271
H 0.117 -2.898 -1.991
H -0.100 -0.051 -3.068
H -0.901 -1.459 -3.738
H 1.191 -0.952 -5.031
H 1.303 -2.513 -4.221
H 2.511 0.104 -3.236
H 3.405 -1.249 -3.901
H 3.500 -1.253 -1.402
H 2.741 -2.691 -2.045
*
```

=====

Q: Number 1 is which compound?
A: C27H44CoN3OP3